14
Properties=species:S:1:pos:R:3:forces:R:3 method="wB97M-V/def2-TZVPD" e_above_lowest_kcal_mol=33.6 energy_ev=-6349.32622 largest_force_ev_per_a=1.14 e_homo_ev=-8.4 homo_lumo_gap_ev=9.669 smiles="C1=C[C@H]2C[C@H]2C1"
C 0.17225 1.37349 0.62675 0.01 0.13 -0.03
C 0.25496 1.27903 -0.70529 -0.09 0.02 0.39
C -0.03764 -0.05719 -1.25404 -0.86 -0.28 0.52
C 0.56464 -1.23292 -0.56955 0.38 -0.35 -0.01
C -0.65371 -0.84439 0.16581 -0.23 0.39 -0.94
C -0.40614 0.14994 1.27316 0.20 -0.32 -0.01
H 0.34150 2.29020 1.17622 0.09 -0.06 0.02
H 0.40002 2.14070 -1.35544 0.28 -0.27 0.11
H -0.18944 -0.10935 -2.34564 -0.71 -0.27 0.80
H 1.54449 -1.14257 -0.10986 0.10 0.03 0.11
H 0.40989 -2.15347 -1.12108 0.30 -0.07 -0.06
H -1.41520 -1.60062 0.41871 0.11 0.46 -1.04
H 0.25715 -0.49861 1.85830 0.44 0.78 0.63
H -1.24276 0.40575 1.94192 -0.01 -0.18 -0.51


14
Properties=species:S:1:pos:R:3:forces:R:3 method="wB97M-V/def2-TZVPD" e_above_lowest_kcal_mol=62.5 energy_ev=-6348.07571 largest_force_ev_per_a=3.31 e_homo_ev=-8.5 homo_lumo_gap_ev=8.952
C 1.35583 0.95223 1.13682 -0.20 -0.69 0.55
C 0.48828 1.11691 0.15798 1.07 3.11 0.35
C -0.92970 0.93893 0.04783 -0.41 0.26 0.32
C -1.54928 -0.14872 -0.32898 -0.90 -0.22 0.62
C -0.83695 -1.32375 -0.63825 1.37 -1.33 -1.37
C 0.49615 -1.43163 -0.67908 1.16 -2.20 1.22
H 1.14919 0.15202 1.82131 0.15 -0.06 0.82
H 2.23761 1.56869 1.28547 0.00 -0.35 -0.37
H 0.75983 1.96492 -0.44226 0.27 0.47 -0.80
H -1.46590 1.85863 0.21552 -0.23 0.20 -0.02
H -2.59706 -0.17057 -0.51832 -0.72 0.15 0.19
H -1.39216 -2.14275 -1.04299 -0.41 -0.23 -0.74
H 1.18093 -1.09165 0.05485 -0.04 1.60 0.01
H 1.10322 -2.24326 -1.06989 -1.11 -0.73 -0.78


14
Properties=species:S:1:pos:R:3:forces:R:3 method="wB97M-V/def2-TZVPD" e_above_lowest_kcal_mol=78.1 energy_ev=-6347.39536 largest_force_ev_per_a=5.06 e_homo_ev=-8.9 homo_lumo_gap_ev=10.064 smiles="C=CCC1=CC1"
C 1.36644 -1.17922 -0.89842 -1.39 -3.60 -3.27
C 1.59009 0.00390 -0.50146 -1.06 3.89 2.99
C 0.49969 1.05444 -0.09590 1.66 2.51 -1.68
C -0.80575 0.61494 0.46414 1.00 1.00 0.07
C -1.76739 0.68515 1.32098 0.55 -1.37 -1.39
C -1.68105 -0.57114 0.44445 1.82 -1.20 0.92
H 2.15412 -1.79007 -1.29402 0.65 -0.42 0.51
H 0.39724 -1.55682 -1.28395 0.35 0.51 0.80
H 2.57172 0.31271 -0.16260 0.22 0.03 -0.48
H 1.09783 1.86232 0.47456 -1.43 -1.35 -0.06
H 0.29625 1.71134 -1.03984 0.06 -1.32 1.17
H -2.33549 1.03532 2.12094 -0.42 0.74 0.99
H -2.36142 -0.73731 -0.38363 -0.01 -0.20 0.01
H -1.02228 -1.44555 0.83476 -2.01 0.78 -0.57


18
Properties=species:S:1:pos:R:3:forces:R:3 method="wB97M-V/def2-TZVPD" e_above_lowest_kcal_mol=88.3 energy_ev=-150526.31531 largest_force_ev_per_a=5.30 e_homo_ev="-8.1 / -7.6" homo_lumo_gap_ev="8.187 / 7.204"
C -3.15325 1.58753 -2.14168 2.69 0.09 -0.10
C -2.44855 1.62534 -0.98419 0.28 0.48 0.74
C 2.40223 -0.99375 1.15424 0.41 4.47 0.23
C 1.77248 -0.09100 2.21933 0.40 2.12 0.43
C 1.55148 0.93449 0.18332 -0.95 -0.94 1.03
C -1.05635 1.85361 -0.89423 -3.18 0.78 4.17
O 2.25637 -0.18637 -0.08275 -0.11 -0.69 0.95
O 1.03872 0.95211 1.46733 1.50 -0.89 -0.93
Br -3.55825 1.52920 0.71686 1.09 0.18 -1.38
Br 2.33176 2.54254 -0.45011 0.37 0.53 -0.08
H -4.15730 1.54020 -2.07698 -3.22 -0.31 -0.12
H -2.68831 1.70651 -3.12740 0.01 -0.10 0.58
H 3.42962 -1.15485 1.30513 1.27 -0.36 0.07
H 1.84350 -1.83508 1.20342 -1.54 -2.86 -0.99
H 1.06058 -0.62342 2.75858 -1.54 -1.01 0.74
H 2.33385 0.42849 3.04718 0.34 -0.47 -1.38
H -0.60318 2.24026 0.02660 -0.26 -0.32 -0.65
H -0.52986 1.57585 -1.68703 2.45 -0.69 -3.29


17
Properties=species:S:1:pos:R:3:forces:R:3 method="wB97M-V/def2-TZVPD" e_above_lowest_kcal_mol=62.6 energy_ev=-79927.41535 largest_force_ev_per_a=4.09 e_homo_ev="-7.7 / -7.7" homo_lumo_gap_ev="7.997 / 8.001"
C 0.13698 -1.68622 -0.04640 2.83 0.86 -0.91
C -1.48367 0.07935 -0.18972 -0.19 0.68 4.03
C -0.75305 1.40064 -0.11663 0.71 0.83 1.38
C -0.58878 -0.78998 0.80880 -2.09 1.47 1.01
C 1.44008 0.30339 -0.63774 -2.50 -0.86 2.72
C 0.65345 1.06550 0.41992 -0.25 -2.28 -0.92
N 0.45606 -2.81320 -0.32640 0.51 -1.13 -1.05
O 0.35497 0.06938 1.40968 -0.44 0.44 0.99
Br 3.22460 0.18622 -0.17364 1.22 -0.41 -0.11
H -2.52313 0.07883 0.24373 0.95 0.21 -0.92
H -1.40859 -0.28979 -1.12809 -0.30 -1.39 -2.93
H -0.65678 1.93582 -1.06391 -0.53 0.27 0.31
H -1.13281 1.95166 0.76432 -0.39 0.47 -1.06
H -1.28050 -1.07144 1.67193 1.25 -0.80 -1.24
H 1.21289 0.82256 -1.49602 0.31 0.45 -2.72
H 1.17346 1.87933 0.90437 0.11 0.23 0.12
H 1.17482 -3.12206 -1.04421 -1.21 0.97 1.28


19
Properties=species:S:1:pos:R:3:forces:R:3 method="wB97M-V/def2-TZVPD" e_above_lowest_kcal_mol=106.5 energy_ev=-92810.72294 largest_force_ev_per_a=4.95 e_homo_ev=-9.0 homo_lumo_gap_ev=9.265
C -2.14773 -0.30934 1.04790 -0.47 1.38 0.49
C 1.42469 0.04850 -0.97584 1.20 0.55 0.32
C 2.65412 -0.79930 -1.15427 0.79 -2.50 -1.40
C -2.17980 0.85011 0.55283 -0.31 3.38 -2.84
C 1.10980 -1.48895 0.66140 -0.78 -0.63 -0.91
C -3.07118 2.03034 0.64456 -0.49 -1.29 0.26
N 0.65487 -0.43041 0.18001 -0.34 0.63 -1.69
O -1.98910 -1.22258 1.67728 0.40 -4.47 2.10
O 3.50508 -1.81489 1.28560 1.74 0.06 1.74
S 2.69298 -2.20033 0.15404 -0.96 1.82 -1.84
Br -4.26725 2.15609 -0.96590 0.23 0.07 0.64
H 1.71646 1.08534 -0.85907 -0.23 0.32 0.39
H 1.01409 -0.00813 -1.98869 -1.37 0.07 0.70
H 2.44799 -1.47247 -2.05073 0.63 0.84 0.79
H 3.59630 -0.23560 -1.35217 -0.56 -0.75 0.60
H -1.51990 0.91969 -0.29473 0.48 -0.05 -0.12
H 0.45629 -2.03492 1.29414 0.00 -0.52 1.27
H -2.42738 2.86799 0.58803 0.18 1.07 -0.11
H -3.67033 2.05886 1.55560 -0.13 0.04 -0.37


17
Properties=species:S:1:pos:R:3:forces:R:3 method="wB97M-V/def2-TZVPD" spin_multiplicity=3 s2=2.0072 energy_ev=-88714.36912 largest_force_ev_per_a=5.41 e_homo_ev="-5.4 / -9.0" homo_lumo_gap_ev="5.731 / 6.662"
C -1.85894 -1.36091 0.90384 -0.32 -2.09 -4.20
C -1.10066 -1.56217 -0.32431 -3.21 -0.40 1.63
C -1.49249 -0.42406 1.78952 3.09 2.43 2.29
C 0.22939 -1.49807 -0.37178 1.93 0.39 -0.19
C 0.13185 0.74767 0.57816 1.15 1.25 -4.79
C 2.11007 1.89240 -1.15840 -0.02 -0.29 0.31
N -0.32415 0.27208 1.62557 -3.65 -0.93 3.88
S 1.81566 1.13403 0.46872 0.76 0.74 0.17
Br -1.13726 1.55482 -0.81241 0.51 -0.35 0.93
H -2.77356 -1.91205 1.04591 -0.51 0.29 -0.21
H -1.68304 -1.61394 -1.23648 -0.03 -0.63 -0.01
H -2.03694 -0.20414 2.69263 0.13 -0.39 0.40
H 0.84038 -1.57161 0.51122 0.05 -0.16 0.09
H 0.74830 -1.56821 -1.31461 0.10 0.10 -0.14
H 2.61510 2.84069 -0.99453 -0.03 0.00 -0.02
H 1.17048 2.05154 -1.67448 0.04 0.03 -0.02
H 2.74582 1.22196 -1.72858 0.01 0.01 -0.11


19
Properties=species:S:1:pos:R:3:forces:R:3 method="wB97M-V/def2-TZVPD" energy_ev=-67274.84208 largest_force_ev_per_a=0.42 e_homo_ev=-9.6 homo_lumo_gap_ev=10.094 smiles=C#C[C@@H](S)CCl.CC(Cl)(Cl)Cl
C 0.77130 1.59391 -1.17238 -0.14 0.36 0.13
C 0.40668 2.67397 -0.79093 0.12 -0.37 -0.15
C -0.04362 3.98665 -0.32638 -0.01 -0.01 0.15
S 0.10411 5.17182 -1.71378 -0.07 0.16 0.17
C -1.43956 3.93263 0.30264 0.06 0.09 0.12
Cl -2.70861 3.37222 -0.80777 0.06 0.01 -0.01
H 1.09061 0.63513 -1.51534 -0.03 0.16 0.03
H 0.63437 4.31785 0.47060 -0.07 -0.05 -0.15
H -0.16438 6.27034 -0.97257 0.06 -0.24 -0.14
H -1.42120 3.24578 1.14990 -0.02 0.03 -0.08
H -1.72685 4.92525 0.65703 0.05 -0.14 -0.09
C 0.77654 -1.82010 0.36176 0.01 0.05 0.01
C 0.73137 -3.28853 0.74591 -0.01 0.19 -0.07
Cl 1.67016 -3.55306 2.23465 -0.04 -0.02 -0.06
Cl 1.42457 -4.27751 -0.56188 -0.03 0.02 0.06
Cl -0.95422 -3.78925 1.02303 0.09 0.00 -0.01
H 0.19883 -1.66496 -0.55290 0.04 -0.06 0.14
H 0.35024 -1.22011 1.16998 0.06 -0.10 -0.13
H 1.81419 -1.52031 0.19351 -0.13 -0.07 0.05


16
Properties=species:S:1:pos:R:3:forces:R:3 method="wB97M-V/def2-TZVPD" e_above_lowest_kcal_mol=30.3 energy_ev=-21589.99499 largest_force_ev_per_a=2.62 e_homo_ev=-9.0 homo_lumo_gap_ev=9.977 smiles="C/C(=C/F)[C@H]1C[C@H]1Cl"
C 0.19457 1.79329 0.29027 -0.16 -1.03 0.27
C 0.71653 0.44155 -0.16483 -0.79 -0.28 0.96
C 1.98654 0.35448 -0.45911 2.56 0.53 -0.17
F 2.61800 -0.78219 -0.86081 -0.44 -0.25 -0.01
C -0.03968 -0.84218 -0.19747 0.14 -1.25 -1.15
C -1.01779 -1.36166 0.86364 0.59 1.64 -0.01
C -1.51198 -0.98774 -0.48392 0.20 -1.47 -0.91
Cl -2.56004 0.35777 -0.79408 -0.30 0.48 0.16
H 1.01592 2.37571 0.65851 0.44 0.46 0.02
H -0.28879 2.27953 -0.52583 -0.30 0.55 -0.60
H -0.54119 1.74894 1.09183 0.00 -0.32 0.05
H 2.78599 1.11242 -0.37509 -0.99 -0.03 -0.06
H 0.56250 -1.65032 -0.71671 -0.86 1.07 0.80
H -0.95106 -2.37033 1.18375 -0.05 -0.76 0.03
H -1.19613 -0.65069 1.65776 -0.21 0.03 0.07
H -1.77340 -1.81856 -1.16789 0.19 0.63 0.56


19
Properties=species:S:1:pos:R:3:forces:R:3 method="wB97M-V/def2-TZVPD" energy_ev=-36519.97383 largest_force_ev_per_a=0.36 e_homo_ev=-7.4 homo_lumo_gap_ev=8.143 smiles="OC[C@H](F)Cl.C1=CSC=CO1"
O -1.30198 -1.25476 0.21341 -0.18 -0.15 0.00
C -1.75703 -0.02679 0.71114 0.00 0.32 0.11
C -2.84306 0.57755 -0.16429 0.12 -0.26 0.01
F -3.18659 1.79724 0.33342 -0.04 0.10 -0.02
Cl -4.28939 -0.47711 -0.16676 0.07 0.06 0.00
H -2.01261 -1.90004 0.32711 0.11 0.03 -0.08
H -2.13766 -0.08862 1.74006 0.06 -0.02 -0.14
H -0.90751 0.66467 0.69806 -0.09 -0.09 0.03
H -2.53067 0.67975 -1.20421 -0.07 0.03 0.07
C 4.19524 0.15581 0.57817 0.09 -0.33 0.09
C 3.57845 -1.00696 0.41332 0.04 0.21 -0.07
S 2.01801 -1.23868 -0.38982 0.12 0.13 0.08
C 1.74116 0.46524 -0.78122 0.13 0.03 0.11
C 2.55993 1.46663 -0.48562 -0.22 0.02 -0.10
O 3.76492 1.39434 0.17034 -0.09 0.03 -0.06
H 5.15277 0.23684 1.08033 -0.14 -0.05 -0.06
H 4.04200 -1.91090 0.78890 -0.03 0.13 -0.03
H 0.81731 0.67272 -1.30671 0.11 -0.01 0.03
H 2.33545 2.49458 -0.75126 0.02 -0.18 0.03